(1)
C5H6Cl2NdO3SSm | the ωB97M-V functional and the def2-TZVPD basis

Geometry (Å):
1 Nd -2.03142 -1.24457 -4.34109
2 Sm -0.73984 -0.32382 0.40541
3 Cl -1.09910 -1.98590 -1.97091
4 Cl -1.61481 1.84259 -0.41358
5 C 1.13694 0.98010 1.05408
6 C -0.02151 -2.12985 -5.06817
7 C -0.34025 0.32828 -4.46124
8 O 1.97269 1.68619 1.44176
9 O 1.09975 -2.38642 -5.25297
10 O 0.67662 0.89496 -4.44670
11 C -1.35796 -2.44367 3.52549
12 S -0.50969 -0.87120 3.13757
13 C -2.00387 0.16226 2.68533
14 H -0.69501 -3.23762 3.16492
15 H -2.34716 -2.52407 3.05766
16 H -1.44582 -2.51054 4.61419
17 H -2.78755 -0.43806 2.18445
18 H -2.39539 0.57008 3.62848
19 H -1.70262 1.05738 2.08053

Summary:
E ... -2956.0908 a.u.
Net charge ... +4
Kohn-Sham gap (alpha / beta) ... 4.2 / 4.5 eV
2S+1 ... 9

(2)
C24H20Cl39INO4P | the ωB97M-V functional and the def2-TZVPD basis

Geometry (Å):
1 O -2.84026 -1.90240 -3.88442
2 C -1.95895 -1.18367 -3.18116
3 C -2.54759 0.08344 -2.26262
4 C -1.82016 0.40260 -1.00250
5 P -2.30537 1.82945 0.20490
6 O -0.84237 2.41687 0.96103
7 I -3.63869 0.75918 1.98989
8 C -0.51040 -0.53115 -0.59844
9 O -0.14777 -0.82084 0.65429
10 C 0.39234 -1.07739 -1.88764
11 C 2.01213 -1.17036 -1.64976
12 C 2.98778 -2.41726 -2.02954
13 C 4.56345 -2.30346 -1.76069
14 N 5.39870 -1.23157 -1.15208
15 C 4.45858 -0.13845 -0.78000
16 C 2.87664 0.03091 -0.97150
17 C -0.32802 -1.39890 -3.15893
18 O 0.46419 -1.84505 -4.31876
19 H -3.46916 0.73576 -2.60281
20 H -0.37633 1.69288 1.47972
21 H 2.53206 -3.39580 -2.50229
22 H 5.20301 -3.25304 -2.10763
23 H 5.00113 0.77961 -0.23776
24 H 2.33555 1.01765 -0.62343
25 H 0.57864 -2.84745 -4.16240
26 C 4.92931 -3.26840 1.82637
27 Cl 4.71320 -4.90219 1.17562
28 Cl 3.40088 -2.37317 1.78025
29 Cl 5.56090 -3.33622 3.48054
30 H 5.65563 -2.74217 1.20172
31 C 3.21347 -3.03946 6.64432
32 Cl 3.38334 -3.96648 8.14472
33 Cl 1.61394 -3.30195 5.92858
34 Cl 3.48511 -1.31444 6.94479
35 H 3.96918 -3.38886 5.93618
36 C 0.73523 -5.14820 10.99007
37 Cl -0.63886 -4.03491 10.88103
38 Cl 1.30631 -5.26960 12.66303
39 Cl 0.29190 -6.74645 10.36650
40 H 1.54856 -4.75256 10.37639
41 C 8.30666 -5.02321 -2.15794
42 Cl 9.02315 -4.70351 -3.74661
43 Cl 6.85980 -4.02921 -1.91661
44 Cl 7.91565 -6.74295 -1.98660
45 H 9.03842 -4.75828 -1.39049
46 C 10.53634 -3.28036 -7.66212
47 Cl 8.96655 -2.78684 -7.00514
48 Cl 11.62604 -3.78313 -6.35849
49 Cl 10.33390 -4.58652 -8.84225
50 H 10.98175 -2.42198 -8.17148
51 C 2.23517 -7.77994 3.11849
52 Cl 2.54225 -6.32020 4.07467
53 Cl 1.08962 -7.43748 1.81077
54 Cl 3.75035 -8.42570 2.46506
55 H 1.79359 -8.53465 3.77429
56 C -1.48519 5.36590 -2.22076
57 Cl -1.73783 3.63004 -1.97094
58 Cl 0.15871 5.67773 -2.80388
59 Cl -2.68141 6.01134 -3.35751
60 H -1.61250 5.87403 -1.26146
61 C -4.48833 7.62588 -0.00805
62 Cl -4.74098 5.89003 0.24177
63 Cl -2.84443 7.93771 -0.59117
64 Cl -5.68456 8.27132 -1.14480
65 H -4.61564 8.13401 0.95125
66 C -3.64105 7.41044 -7.00378
67 Cl -2.07785 8.14726 -7.39483
68 Cl -3.66512 5.70697 -7.49091
69 Cl -3.98721 7.56754 -5.27310
70 H -4.41959 7.93873 -7.56004
71 C -3.43270 -7.10598 9.83144
72 Cl -2.71621 -6.78628 8.24277
73 Cl -4.87956 -6.11198 10.07277
74 Cl -3.82370 -8.82572 10.00278
75 H -2.70093 -6.84106 10.59889
76 C -7.25815 7.34648 -9.75376
77 Cl -6.84074 6.14296 -10.98532
78 Cl -7.81009 6.55188 -8.26929
79 Cl -5.87283 8.39901 -9.41789
80 H -8.07436 7.96359 -10.13798
81 C -7.88077 11.93107 -1.77488
82 Cl -9.45056 12.42459 -1.11791
83 Cl -6.79107 11.42830 -0.47125
84 Cl -8.08320 10.62491 -2.95502
85 H -7.43536 12.78944 -2.28425
86 C -5.16968 -1.51088 5.37902
87 Cl -4.86260 -0.05114 6.33520
88 Cl -6.31522 -1.16842 4.07131
89 Cl -3.65450 -2.15664 4.72559
90 H -5.61125 -2.26560 6.03482

Summary:
E ... -19868.2802 a.u.
Kohn-Sham gap ... 6.6 eV
2S+1 ... 1

(3)
C60H80N8O5 | the ωB97M-V functional and the def2-TZVPD basis

Geometry (Å):
1 C 30.77274 26.96885 32.14068
2 C 31.68306 27.44282 33.25736
3 C 30.91629 28.73652 33.72386
4 O 30.26260 29.36096 32.56555
5 C 30.16535 28.32159 31.57841
6 H 29.96994 26.29398 32.43761
7 H 31.37370 26.46215 31.38556
8 H 32.64342 27.77221 32.86073
9 H 31.83458 26.65925 33.99975
10 H 31.59339 29.43129 34.22079
11 H 30.17506 28.43519 34.46405
12 H 30.73099 28.53950 30.67251
13 H 29.14359 28.13738 31.24648
14 C 18.67537 33.17573 24.91480
15 C 19.92480 33.13670 25.84185
16 C 19.42430 32.71837 27.18109
17 O 18.25194 31.99856 26.87432
18 C 17.55314 32.65344 25.73537
19 H 18.84515 32.53019 24.05309
20 H 18.51975 34.21457 24.62377
21 H 20.53899 34.03565 25.89430
22 H 20.56774 32.32325 25.50565
23 H 19.13212 33.65258 27.66066
24 H 20.02669 32.24251 27.95490
25 H 16.95005 33.49382 26.07908
26 H 16.86605 31.99216 25.20743
27 C 22.70088 22.84469 24.81200
28 C 22.04616 22.55380 26.16669
29 C 22.96091 21.44810 26.73981
30 O 23.72499 20.94397 25.66797
31 C 23.98401 22.06007 24.79761
32 H 22.90885 23.90981 24.71019
33 H 22.11621 22.47729 23.96863
34 H 20.98209 22.32230 26.11940
35 H 21.91087 23.39245 26.84967
36 H 22.31840 20.67811 27.16690
37 H 23.65356 21.82090 27.49438
38 H 24.41090 21.78473 23.83321
39 H 24.76677 22.60244 25.32793
40 C 15.01434 26.03927 24.73729
41 C 15.29054 27.49521 25.16966
42 C 16.38796 27.33078 26.32037
43 O 16.97856 26.00729 26.12731
44 C 16.38817 25.38947 25.00003
45 H 14.91233 25.92194 23.65844
46 H 14.18614 25.58703 25.28287
47 H 14.40337 28.09055 25.38558
48 H 15.76054 28.03186 24.34551
49 H 15.81917 27.33191 27.25019
50 H 17.07562 28.17565 26.28268
51 H 16.30630 24.32201 25.20475
52 H 17.06778 25.55492 24.16406
53 C 28.07156 21.70586 28.51083
54 C 29.13220 20.86151 27.93688
55 C 30.36735 21.75344 28.03866
56 O 29.95316 22.91490 28.77202
57 C 28.73818 22.63893 29.50438
58 H 27.25849 21.16056 28.99007
59 H 27.57886 22.23182 27.69308
60 H 28.88041 20.44452 26.96177
61 H 29.21145 20.02090 28.62623
62 H 30.78438 22.02361 27.06852
63 H 31.13795 21.20415 28.57954
64 H 28.07921 23.49064 29.67303
65 H 28.94790 22.14796 30.45468
66 N 19.73725 32.83440 34.89221
67 C 19.03991 32.82144 36.03515
68 C 18.43695 31.64134 36.55006
69 C 18.76667 30.44551 35.92673
70 C 19.59009 30.42258 34.80065
71 C 20.04115 31.62736 34.30155
72 H 18.94892 33.75474 36.57094
73 H 17.93420 31.54724 37.50127
74 H 18.45728 29.52713 36.40345
75 H 19.80837 29.48018 34.32040
76 H 20.68929 31.75395 33.44698
77 N 22.17057 28.81168 29.99111
78 C 21.45617 28.41032 28.91896
79 C 21.95686 27.56386 27.88489
80 C 23.24703 27.06049 28.12150
81 C 23.96256 27.41976 29.24944
82 C 23.41056 28.36734 30.12079
83 H 20.43349 28.74593 29.00780
84 H 21.43929 27.28436 26.97913
85 H 23.65895 26.39290 27.37917
86 H 24.97984 27.06843 29.33949
87 H 23.90089 28.67452 31.03272
88 N 26.47315 34.89078 34.66434
89 C 26.92402 33.67089 34.26152
90 C 26.13242 32.52684 34.36582
91 C 24.84721 32.63456 34.88108
92 C 24.41304 33.88816 35.36508
93 C 25.23774 34.97923 35.23681
94 H 27.90455 33.61747 33.81195
95 H 26.50127 31.61473 33.92040
96 H 24.09123 31.86849 34.79149
97 H 23.47235 33.94410 35.89267
98 H 24.94850 35.97715 35.53157
99 N 25.75660 26.58076 34.22114
100 C 26.17231 26.99334 35.44380
101 C 26.65503 26.14857 36.43415
102 C 26.62473 24.80925 36.11046
103 C 26.15582 24.34545 34.89326
104 C 25.79038 25.26933 33.92305
105 H 26.08229 28.05872 35.59627
106 H 27.00369 26.56474 37.36777
107 H 27.02632 24.02317 36.73271
108 H 26.11891 23.27371 34.76521
109 H 25.50770 24.95959 32.92778
110 N 21.13842 30.01076 20.74859
111 C 20.22862 30.21144 19.75230
112 C 18.85057 29.85851 19.88958
113 C 18.45191 29.24493 21.07881
114 C 19.43388 29.00479 22.08107
115 C 20.70255 29.51902 21.92597
116 H 20.65656 30.62033 18.84893
117 H 18.12023 30.02522 19.11162
118 H 17.45757 28.87287 21.27698
119 H 19.13175 28.42775 22.94255
120 H 21.47864 29.31681 22.64930
121 N 27.23541 26.47968 24.89601
122 C 27.77309 27.09819 25.98516
123 C 27.65598 28.47732 26.19346
124 C 26.87234 29.23277 25.25822
125 C 26.33552 28.61578 24.13691
126 C 26.51420 27.24145 24.03266
127 H 28.23042 26.44162 26.71053
128 H 28.11897 28.90584 27.07004
129 H 26.79932 30.30017 25.40556
130 H 25.86561 29.18493 23.34847
131 H 26.13998 26.69629 23.17875
132 N 21.78458 22.61197 32.10060
133 C 21.39879 23.86798 31.85970
134 C 21.03488 24.80969 32.82616
135 C 21.01116 24.35941 34.11850
136 C 21.35367 23.04542 34.44561
137 C 21.73508 22.18141 33.39202
138 H 21.45440 24.13186 30.81391
139 H 20.74340 25.81015 32.54242
140 H 20.64883 25.03106 34.88270
141 H 21.25235 22.77185 35.48546
142 H 21.98104 21.16407 33.65832
143 N 13.69844 30.99612 30.62447
144 C 13.18765 30.07043 31.43462
145 C 13.96900 29.17541 32.15934
146 C 15.35336 29.20418 32.02296
147 C 15.89437 30.23269 31.28335
148 C 15.03974 31.01465 30.54256
149 H 12.11291 30.06332 31.54079
150 H 13.49594 28.39401 32.73557
151 H 15.95626 28.57051 32.65648
152 H 16.95674 30.41002 31.20386
153 H 15.50747 31.74228 29.89591

Summary:
E ... -3148.2549 a.u.
Kohn-Sham gap ... 9.7 eV
2S+1 ... 1